# 1
DFT (ωB97M-V with the def2-TZVPD basis set) results for C13H33AsN4NiO as an isolated structure.

Last column: Mulliken charge in e.
Positions of all 53 atoms, in Å:
Ni (0.1584, 0.1400, -0.7904)  -0.39
C (-1.5445, 1.9038, -2.6864)  -0.50
C (-1.0220, 2.7949, -1.5748)  -0.78
N (-0.0268, 2.0974, -0.7058)  0.23
C (1.3458, 2.6373, -0.8768)  -0.63
C (2.2414, 1.8487, 0.0481)  -0.87
N (2.0201, 0.4060, -0.2237)  0.18
C (3.0397, -0.1789, -1.1292)  -0.65
C (2.9288, -1.6920, -1.1818)  -0.81
C (1.6155, -2.2108, -1.7400)  -0.66
N (0.4689, -1.7973, -0.8960)  0.27
C (-0.8011, -2.4723, -1.2653)  -0.88
C (-1.5974, -1.5259, -2.1308)  -0.62
N (-1.6717, -0.2364, -1.3992)  0.20
C (-2.4385, 0.7990, -2.1535)  -0.79
H (-0.7123, 1.4786, -3.2581)  0.15
H (-2.1180, 2.5146, -3.3851)  0.44
H (-1.8517, 3.1277, -0.9493)  0.37
H (-0.5557, 3.6907, -1.9846)  0.41
H (-0.2873, 2.2472, 0.2673)  0.19
H (1.3807, 3.7064, -0.6592)  0.47
H (1.6332, 2.4967, -1.9203)  0.39
H (1.9707, 2.0433, 1.0873)  0.37
H (3.2902, 2.1193, -0.0770)  0.42
H (2.0384, -0.0884, 0.6674)  0.30
H (4.0341, 0.1078, -0.7812)  0.42
H (2.9024, 0.2551, -2.1225)  0.35
H (3.0916, -2.1070, -0.1805)  0.30
H (3.7415, -2.0765, -1.7984)  0.41
H (1.6429, -3.3008, -1.7984)  0.42
H (1.4475, -1.8330, -2.7515)  0.35
H (0.6656, -2.0181, 0.0798)  0.27
H (-1.3479, -2.6902, -0.3466)  0.36
H (-0.6131, -3.4191, -1.7721)  0.42
H (-2.5940, -1.9161, -2.3456)  0.46
H (-1.0954, -1.3421, -3.0824)  0.41
H (-2.1469, -0.4175, -0.5163)  0.19
H (-3.1924, 1.2228, -1.4883)  0.37
H (-2.9736, 0.3094, -2.9671)  0.41
C (-0.2501, -2.0940, 3.9580)  -1.12
As (-0.7438, -0.4571, 3.1032)  0.47
C (-0.0330, 0.9832, 4.1435)  -1.11
C (-2.6529, -0.3209, 3.1602)  -1.12
O (-0.1795, -0.4047, 1.5249)  -0.49
H (-0.6257, -2.1039, 4.9802)  0.42
H (0.8351, -2.1766, 3.9684)  0.36
H (-0.6780, -2.9284, 3.4055)  0.36
H (-0.3986, 0.9124, 5.1671)  0.43
H (-0.3500, 1.9322, 3.7145)  0.34
H (1.0538, 0.9205, 4.1438)  0.36
H (-2.9924, -0.3399, 4.1950)  0.43
H (-3.0896, -1.1626, 2.6253)  0.35
H (-2.9626, 0.6153, 2.6990)  0.35

Atoms 1-3, force components in eV/Å:
0.1 -0.1 0.0
0.0 0.0 0.0
0.0 0.0 0.0

The gap between HOMO and LUMO (alpha / beta) is 10.20 / 10.19 eV. For the LUMO energy (alpha / beta), the calculation gives -5.42 / -5.42 eV. Its total charge is +2. The value obtained for the energy is -123894.093 eV.

# 2
DFT (ωB97M-V with the def2-TZVPD basis set) results for an isolated ion of composition C15H16N5O9S2 and charge -1 at a distorted geometry.

Last column: Mulliken charge in e.
Positions of all 47 atoms, in Å:
C (7.7137, 2.6440, -0.3452)  -0.61
O (6.4713, 3.1303, 0.1352)  -0.34
C (5.7415, 2.2912, 0.8746)  0.57
O (6.1593, 1.2618, 1.3781)  -0.58
C (4.4657, 2.7725, 1.3316)  -0.77
C (3.3957, 1.9245, 1.5847)  0.33
C (2.0777, 2.1789, 1.9837)  0.14
O (1.6774, 2.9836, 2.7987)  -0.60
N (1.7856, 0.7956, 1.9324)  -0.01
C (0.7264, 0.2692, 1.0512)  0.08
C (-0.5589, 1.0841, 1.1549)  -0.03
O (-0.6188, 2.2574, 0.7381)  -0.74
O (-1.5742, 0.4934, 1.6095)  -0.69
C (1.2785, 0.0115, -0.3919)  1.12
C (1.0957, 1.1538, -1.4541)  -1.79
C (0.6041, -1.2773, -0.9126)  -1.22
O (-0.8093, -1.1272, -1.2112)  -0.39
C (-1.6965, -1.7968, -0.3665)  0.76
O (-1.4467, -2.8158, 0.2681)  -0.64
C (-3.1384, -1.2851, -0.3512)  -0.72
S (-4.1447, -2.1540, 0.9916)  -0.14
C (-5.4624, -0.9793, 1.0686)  0.45
N (-6.4711, -1.0197, 0.2378)  -0.37
N (-7.2288, 0.0925, 0.5606)  -0.39
N (-6.7409, 0.7980, 1.5346)  -0.34
N (-5.6100, 0.1177, 1.8682)  0.53
C (-4.5380, 0.6382, 2.6947)  -0.80
S (3.0503, -0.3646, -0.1240)  1.43
O (3.9150, 0.3464, -1.0837)  -0.69
O (3.2646, -1.8323, -0.0602)  -0.75
C (3.1558, 0.4110, 1.5040)  0.06
H (8.3726, 2.3515, 0.5082)  0.27
H (7.5244, 1.7995, -0.9753)  0.29
H (8.1743, 3.4585, -0.8994)  0.24
H (4.3522, 3.8214, 1.4501)  0.49
H (0.4968, -0.6876, 1.5157)  0.35
H (1.5677, 2.0843, -1.1477)  0.34
H (1.5616, 0.8864, -2.3965)  0.43
H (0.0389, 1.2958, -1.6297)  0.44
H (1.1389, -1.5909, -1.8251)  0.53
H (0.7731, -2.0572, -0.1554)  0.55
H (-3.1823, -0.2200, -0.1745)  0.28
H (-3.5602, -1.3898, -1.3190)  0.58
H (-3.8207, 1.2071, 2.0947)  0.33
H (-3.9766, -0.1737, 3.1561)  0.30
H (-4.9223, 1.2661, 3.4789)  0.33
H (3.7932, -0.1836, 2.1899)  0.39

Atoms 1-3, force components in eV/Å:
0.8 0.0 1.1
-0.8 0.3 -0.2
1.4 -1.4 1.9

The gap between HOMO and LUMO is 7.03 eV. The SMILES is COC(=O)/C=C1/C(=O)N2[C@@H](C(=O)[O-])[C@](C)(COC(=O)CSc3nnnn3C)S(=O)(=O)[C@@H]12. For the LUMO energy, the calculation gives 1.38 eV. The energy relative to the best compared isomer or geometry (same formula, charge and spin) is 0.93 kcal/mol. Its total charge is -1. The value obtained for the energy is -63361.155 eV.